(1)
C4H5NO | ωB97M-V/def2-TZVPD

Its spin multiplicity is 1. Its orbital gap is 9.45 eV. The value obtained for the largest force on an atom is 0.4 eV Å⁻¹. The energy is -7763.960 eV.

Each line ends with the Löwdin charge.
Positions of all 11 atoms, in Å:
O -2.61869 -0.70549 0.15649  0.002
C -1.60385 -0.36210 -0.69457  -0.195
C -0.60798 0.40966 -0.35078  -0.002
C 0.46974 1.09036 -0.04355  -0.096
C 1.68641 0.42733 0.48412  -0.260
N 1.70299 -0.81111 0.77394  0.090
H -3.03681 -1.50334 -0.18690  0.098
H -1.67049 -0.73001 -1.71799  0.122
H 0.50055 2.17422 -0.15561  0.096
H 2.55508 1.08805 0.60981  0.102
H 2.62305 -1.07758 1.12504  0.044


(2)
C4H5NO | ωB97M-V/def2-TZVPD

Its spin multiplicity is 1. Its orbital gap is 10.84 eV. The value obtained for the largest force on an atom is 2.3 eV Å⁻¹. The energy is -7763.996 eV.

Each line ends with the Löwdin charge.
Positions of all 11 atoms, in Å:
C 0.60827 -1.64932 0.19015  -0.035
C 0.13248 -0.25301 -0.12408  -0.333
N 0.81005 0.39612 -1.03477  0.104
O 0.36854 1.71030 -1.02391  -0.024
C -0.53835 1.81995 -0.06845  -0.155
C -0.82631 0.63345 0.51010  -0.033
H 1.33808 -1.95834 -0.56615  0.078
H 1.11918 -1.68785 1.16277  0.084
H -0.20687 -2.37359 0.21925  0.074
H -0.95196 2.78766 0.17530  0.129
H -1.90574 0.67549 0.50559  0.110


(3)
C4H5NO2 | ωB97M-V/def2-TZVPD

Its spin multiplicity is 1. Its orbital gap is 10.22 eV. The value obtained for the largest force on an atom is 0.7 eV Å⁻¹. The energy is -9811.649 eV.

Each line ends with the Löwdin charge.
Positions of all 12 atoms, in Å:
O -2.11585 1.04353 -1.12662  0.079
C -1.59621 1.18367 -0.04565  -0.158
C -1.04643 -0.05825 0.65196  -0.401
O -1.86527 -0.72333 1.23003  0.133
N 0.28934 -0.46846 0.58794  -0.024
C 1.49087 0.12222 0.05547  -0.118
C 0.97874 -1.15155 -0.49540  -0.088
H -1.63190 2.13494 0.52603  0.130
H 2.31606 0.13468 0.77118  0.112
H 1.42195 0.98437 -0.59598  0.107
H 0.57585 -1.13457 -1.51425  0.122
H 1.41404 -2.08781 -0.17470  0.105


(4)
C4H5NO2 | ωB97M-V/def2-TZVPD

Its spin multiplicity is 1. Its orbital gap is 9.20 eV. The value obtained for the largest force on an atom is 0.7 eV Å⁻¹. The energy is -9809.977 eV.

Each line ends with the Löwdin charge.
Positions of all 12 atoms, in Å:
N -0.36650 -0.66875 -2.47398  0.067
C 0.29617 -0.12113 -1.45423  -0.178
C 0.74979 1.05619 0.95430  0.066
C -0.16266 0.38918 1.60011  -0.281
O -1.25301 0.31192 2.36523  0.105
C 0.73508 -0.41918 0.79360  -0.240
O 0.22404 -0.97980 -0.42931  -0.081
H -0.90704 -1.52474 -2.38331  0.102
H -0.45891 -0.13203 -3.31955  0.080
H 1.19288 1.96857 0.59168  0.100
H -1.54896 1.21103 2.56558  0.124
H 1.49912 -1.09127 1.18987  0.137


(5)
C4H5NO2 | ωB97M-V/def2-TZVPD

Its spin multiplicity is 1. Its orbital gap is 9.97 eV. The value obtained for the largest force on an atom is 4.5 eV Å⁻¹. The energy is -9810.461 eV.

Each line ends with the Löwdin charge.
Positions of all 12 atoms, in Å:
C 0.53541 1.03578 -0.55428  -0.057
C -0.49271 0.33776 -1.24451  -0.023
C 1.05606 0.19727 0.71596  -0.428
C -0.02531 -0.70043 1.16534  -0.022
N -1.35204 -0.34128 -1.64330  -0.138
O 2.04749 0.42970 1.28937  0.143
O -2.11223 -1.11388 -2.13421  0.021
H -0.00991 1.87696 -0.20322  0.121
H 1.38620 1.28161 -1.11261  0.106
H -0.42581 -1.26538 0.30043  0.086
H 0.37192 -1.37640 1.92483  0.097
H -0.97909 -0.36170 1.49620  0.094


(6)
C4H5NO2 | ωB97M-V/def2-TZVPD

Its spin multiplicity is 1. Its orbital gap is 10.53 eV. The value obtained for the largest force on an atom is 4.9 eV Å⁻¹. The energy is -9810.005 eV.

Each line ends with the Löwdin charge.
Positions of all 12 atoms, in Å:
O 1.71878 -1.37391 -1.51485  0.103
C 0.94699 -0.70336 -0.87438  -0.399
N 0.16979 0.40763 -1.34448  0.054
C -0.49839 1.02675 -0.17640  -0.197
C -0.22986 0.16803 1.02547  -0.224
O -0.73451 -1.13846 0.79772  0.020
C 0.66591 -0.90796 0.60747  -0.128
H -1.01292 0.38438 -1.29786  0.174
H -1.66941 0.90659 -0.35309  0.164
H -0.36804 2.10026 -0.15634  0.125
H -0.32877 0.57870 2.02169  0.151
H 1.34042 -1.44866 1.26505  0.157


(7)
C4H5NO2 | ωB97M-V/def2-TZVPD

Its spin multiplicity is 1. Its orbital gap is 10.60 eV. The value obtained for the largest force on an atom is 2.1 eV Å⁻¹. The energy is -9812.271 eV.

Each line ends with the Löwdin charge.
Positions of all 12 atoms, in Å:
O -1.91401 -2.39989 -0.73351  0.081
C -0.87986 -1.86634 -1.03965  -0.167
C -0.23549 -0.77920 -0.20903  -0.401
O 1.00044 -0.78967 0.29606  0.006
N -0.92922 0.28577 -0.16774  0.103
C -0.05283 1.40744 0.15749  -0.187
C 1.02332 0.67782 0.93412  -0.034
H -0.43638 -2.04340 -2.03601  0.129
H -0.62939 2.18328 0.68136  0.120
H 0.30564 1.85774 -0.78228  0.121
H 2.05852 0.92710 0.77895  0.108
H 0.73287 0.60529 1.98914  0.122


(8)
C4H5NO2 | ωB97M-V/def2-TZVPD

Its spin multiplicity is 1. Its orbital gap (alpha / beta) is 7.92 / 7.91 eV. The value obtained for the largest force on an atom is 1.3 eV Å⁻¹. The energy is -9809.766 eV.

Each line ends with the Löwdin charge.
Positions of all 12 atoms, in Å:
O -0.97202 2.81093 -0.27545  0.136
C -0.57525 1.80882 0.09758  0.024
C -1.07856 -0.48606 0.49327  0.110
C -0.13288 -1.29172 -0.26716  -0.290
N 1.03052 -0.78408 0.45055  0.025
C 1.60707 0.30830 -0.04471  -0.434
O 1.16792 1.07487 -0.93166  -0.092
H -1.09873 -0.60630 1.57078  0.094
H -1.91396 0.03352 0.04143  0.063
H -0.15860 -1.06714 -1.33877  0.123
H -0.23807 -2.37032 -0.09968  0.121
H 2.55541 0.55431 0.46157  0.119


(9)
C4H5NO2 | ωB97M-V/def2-TZVPD

Its spin multiplicity is 1. Its orbital gap is 10.19 eV. The value obtained for the largest force on an atom is 2.5 eV Å⁻¹. The energy is -9811.251 eV.

Each line ends with the Löwdin charge.
Positions of all 12 atoms, in Å:
O -2.55455 0.53430 -0.34442  -0.043
C -1.47878 -0.21161 0.14085  -0.202
C -0.03159 0.29009 -0.11531  -0.289
N 0.43060 1.46926 -0.42693  0.206
O 2.01217 1.34653 -0.14021  -0.028
C 2.17966 0.09269 0.23043  -0.169
C 1.03205 -0.61459 0.15560  -0.066
H -2.47355 0.59752 -1.30257  0.097
H -1.62359 -0.25886 1.23258  0.137
H -1.52014 -1.26196 -0.20192  0.123
H 3.09839 -0.30772 0.66386  0.134
H 0.94546 -1.67825 0.11226  0.100


(10)
C4H5NO2 | ωB97M-V/def2-TZVPD

Its spin multiplicity is 1. Its orbital gap is 9.27 eV. The value obtained for the largest force on an atom is 4.3 eV Å⁻¹. The energy is -9811.387 eV.

Each line ends with the Löwdin charge.
Positions of all 12 atoms, in Å:
C 2.10404 0.13201 -0.12225  -0.268
C -0.13392 1.09392 0.02118  -0.162
C -1.51890 1.09051 -0.15082  -0.032
C -2.29477 -0.24682 -0.03411  -0.249
H 2.36395 1.32148 -0.50921  0.180
H 0.23581 -0.85496 0.87197  0.194
H 0.56538 1.99183 0.32488  0.140
H -2.01193 2.03388 0.02555  0.080
H -3.31467 -0.04510 -0.18211  0.077
N 0.70005 0.03003 0.39524  0.008
O 3.00080 -0.70487 -0.12747  0.020
O -1.96050 -1.42952 -0.07025  0.011


(11)
C4H5NO2 | ωB97M-V/def2-TZVPD

Its spin multiplicity is 1. Its orbital gap is 9.99 eV. The value obtained for the largest force on an atom is 0.5 eV Å⁻¹. The energy is -9810.640 eV.

Each line ends with the Löwdin charge.
Positions of all 12 atoms, in Å:
C -1.77048 0.34705 0.20023  -0.019
C -0.23716 -0.24678 -0.01590  -0.399
C -0.93915 -1.34885 -0.01217  0.169
O 2.14424 -1.28779 -0.32068  0.101
C 1.98437 -0.11509 -0.08754  -0.596
O 3.01743 0.73256 0.04653  0.108
N 0.75330 0.55428 0.07106  0.141
H -1.75042 0.74661 1.21218  0.100
H -1.78009 1.12570 -0.56534  0.103
H -2.67292 -0.26099 0.09375  0.092
H -1.39680 -1.85546 -0.85205  0.090
H 2.64766 1.60876 0.22993  0.110


(12)
C4H5NO2 | ωB97M-V/def2-TZVPD

Its spin multiplicity is 1. Its orbital gap is 10.83 eV. The value obtained for the largest force on an atom is 3.3 eV Å⁻¹. The energy is -9813.228 eV.

Each line ends with the Löwdin charge.
Positions of all 12 atoms, in Å:
C 0.47530 -1.23760 -0.80881  -0.238
C -0.45489 -0.17627 1.37218  -0.116
C -0.48350 1.35080 1.16876  -0.042
C -0.07371 1.09716 -0.27008  -0.462
H 0.73707 -0.73046 -1.75176  0.148
H 0.18295 -0.61077 2.14252  0.122
H -1.42574 -0.75003 1.43718  0.140
H -1.38363 2.00666 1.54040  0.154
H 0.38712 1.66341 1.78853  0.123
N -0.00153 -0.26742 0.00441  -0.019
O 0.47705 -2.44357 -0.50279  0.029
O 0.11465 1.70463 -1.24222  0.161


So what do the calculations give for ΔE to the lowest compared entry with this formula, charge and spin? Going down the list: 59.2; 58.4; 61.5; 100.0; 88.9; 99.4; 47.1; 104.9; 70.7; 67.5; 84.8; 25.1 kcal per mole.